Computed, not measured: a cluster of 9 separate species, C31H86N12O11 in total at a distorted geometry, with ωB97M-V with the def2-TZVPD basis set.

Charge: 0
LUMO energy in eV: 0.346
Structure (SMILES): COC[C@H](C)N.COC[C@H](C)N.COC[C@H](C)N.COC[C@H](C)N.COCCNCCOC.COCCNCCOC.NC(N)=O.NC(N)=O.NC(N)=O
Molar mass in g/mol: 803.102
Multiplicity: 1
HOMO-LUMO gap in eV: 9.04
Calculated total energy in eV: -73943.0921

Each line ends with the Löwdin charge.
Cartesian coordinates (Å):
C -1.47528 3.61396 -1.19599  -0.122
O -0.77865 4.74546 -0.68710  -0.189
C -0.01791 4.47713 0.49972  -0.183
C -0.05731 5.76811 1.34766  -0.413
C 1.22612 5.94553 2.10542  -0.083
N -1.21001 5.86435 2.28784  0.069
H -2.04612 3.94115 -2.11400  0.101
H -2.10394 3.05822 -0.46384  0.089
H -0.76738 2.84303 -1.57560  0.058
H -0.39455 3.60134 1.01711  0.100
H 1.00287 4.11455 0.20366  0.103
H -0.07964 6.66855 0.68260  0.146
H 2.10680 6.17031 1.45838  0.095
H 1.38833 5.05813 2.66993  0.057
H 1.17104 6.78218 2.78665  0.075
H -1.04227 5.18727 3.00551  0.035
H -2.03693 5.59106 1.79264  0.059
C 0.26156 -4.80612 0.10962  -0.103
O -0.63656 -4.38839 1.12441  -0.220
C -0.00529 -4.07305 2.37611  -0.176
C -1.08647 -3.66134 3.35780  -0.447
C -1.95956 -2.52720 2.84365  -0.071
N -0.55339 -3.28211 4.64250  0.035
H 1.00759 -5.51158 0.46154  0.082
H 0.80377 -3.91118 -0.31282  0.089
H -0.31989 -5.24011 -0.69702  0.072
H 0.44677 -5.00333 2.64319  0.116
H 0.71837 -3.31166 2.20486  0.089
H -1.79474 -4.46355 3.48267  0.133
H -2.14000 -2.67445 1.80430  0.031
H -1.54375 -1.49798 2.99454  0.066
H -2.93453 -2.34716 3.40675  0.104
H -0.12995 -4.09211 5.11650  0.078
H 0.19066 -2.57668 4.45934  0.082
C -1.43994 3.94857 5.62909  -0.125
O -2.28734 3.80839 4.51139  -0.209
C -2.36946 2.42772 4.04518  -0.173
C -3.19166 2.41241 2.76276  -0.440
C -4.70693 2.71665 2.98884  -0.028
N -3.02822 1.10325 2.22532  0.043
H -1.42162 5.00731 5.86416  0.084
H -0.43192 3.66266 5.46344  0.065
H -1.87773 3.39604 6.51531  0.105
H -1.44227 1.91899 3.82052  0.106
H -2.77955 1.85339 4.90357  0.135
H -2.58531 3.08744 2.14625  0.110
H -5.07445 2.04227 3.70895  0.057
H -5.39173 2.60100 2.10357  0.090
H -4.83550 3.65133 3.44786  0.050
H -3.55101 0.97305 1.36478  0.075
H -2.05746 0.96449 1.93866  0.046
C 3.87353 3.21403 3.87326  -0.095
O 4.02954 3.22068 2.46900  -0.200
C 4.14607 1.94465 1.86690  -0.193
C 4.28139 2.07787 0.30817  -0.444
C 5.65968 2.34062 -0.22131  -0.058
N 3.25227 2.99072 -0.10540  0.040
H 3.03761 2.56230 4.12339  0.084
H 3.55943 4.18033 4.17057  0.070
H 4.77689 2.89751 4.40859  0.093
H 5.00477 1.35355 2.22109  0.117
H 3.21104 1.42393 2.12242  0.096
H 3.98144 1.08300 -0.04468  0.115
H 5.56352 2.48275 -1.30685  0.073
H 6.36077 1.52366 0.00036  0.080
H 6.10870 3.26365 0.17285  0.086
H 3.23947 3.07584 -1.11134  0.059
H 3.09537 3.88945 0.40376  0.092
C -7.98323 -5.69687 -1.91648  -0.152
O -6.83078 -5.26409 -1.31565  -0.185
C -6.86176 -3.96436 -0.74346  -0.219
C -5.45679 -3.60108 -0.39001  -0.246
N -4.61369 -3.46763 -1.54742  -0.046
C -3.25096 -3.01904 -1.20268  -0.204
C -2.36820 -3.01024 -2.44319  -0.187
O -2.12895 -4.39271 -2.91182  -0.188
C -0.92468 -4.43733 -3.56107  -0.180
H -8.28586 -5.04993 -2.78484  0.101
H -8.89361 -5.71510 -1.29183  0.090
H -7.82002 -6.65808 -2.28317  0.063
H -7.55609 -4.02021 0.14686  0.142
H -7.18315 -3.22491 -1.47812  0.120
H -5.08124 -4.25389 0.36938  0.113
H -5.48720 -2.62084 0.11386  0.129
H -4.43904 -4.37458 -1.96862  0.109
H -2.74544 -3.71898 -0.45634  0.133
H -3.25176 -1.97038 -0.81614  0.127
H -1.49627 -2.48535 -2.15950  0.076
H -2.91164 -2.57132 -3.32801  0.139
H -0.74026 -5.46348 -3.92075  0.097
H -0.06258 -4.08018 -2.92064  0.084
H -0.92860 -3.80327 -4.43676  0.066
C 4.29226 -4.25659 -4.61861  -0.119
O 4.19097 -2.88088 -4.34583  -0.185
C 3.45867 -2.67871 -3.12786  -0.210
C 3.54018 -1.20192 -2.75421  -0.232
N 2.87233 -0.35718 -3.68952  -0.052
C 3.12551 1.02240 -3.33427  -0.212
C 2.28081 2.00485 -4.14145  -0.207
O 2.60076 3.28578 -3.66061  -0.196
C 1.89683 4.36777 -4.15726  -0.109
H 3.31347 -4.66196 -4.93388  0.096
H 4.67180 -4.78977 -3.76564  0.076
H 4.99904 -4.40906 -5.41600  0.082
H 3.86883 -3.37837 -2.38202  0.121
H 2.39451 -2.90176 -3.17016  0.104
H 4.63607 -0.92314 -2.67372  0.134
H 3.20047 -1.08703 -1.71042  0.117
H 3.28700 -0.52931 -4.60004  0.124
H 4.17467 1.26647 -3.44686  0.120
H 2.86603 1.28119 -2.30837  0.097
H 1.22967 1.74705 -3.98465  0.101
H 2.59687 1.94234 -5.21115  0.137
H 1.92405 5.09298 -3.35872  0.090
H 0.86489 4.14823 -4.31905  0.077
H 2.33490 4.75972 -5.06492  0.086
N -0.28109 -0.79715 -4.19303  0.191
C -0.65794 0.13857 -3.33235  -0.691
N -1.81930 0.84640 -3.51170  0.196
O 0.02572 0.41112 -2.35870  -0.021
H 0.65870 -1.24335 -4.15563  0.116
H -0.78645 -0.89897 -5.04259  0.099
H -2.49905 0.68633 -4.22932  0.104
H -1.77934 1.62436 -2.91219  0.054
N 4.44875 -1.45601 1.73752  0.158
C 3.07681 -1.51544 1.94817  -0.636
N 2.63393 -1.02666 3.13903  0.157
O 2.25243 -1.92457 1.11047  -0.011
H 5.12938 -1.51307 2.44523  0.081
H 4.66349 -1.99660 0.90582  0.101
H 1.68238 -0.59373 3.09922  0.069
H 3.36502 -0.49071 3.55518  0.073
N 0.84771 1.07390 0.28271  0.209
C 0.32560 0.16476 1.12953  -0.614
N -0.38560 -0.83086 0.48390  0.179
O 0.29315 0.18911 2.39898  -0.067
H 1.52088 1.71657 0.65928  0.062
H 0.87130 0.87930 -0.71630  0.066
H -0.28244 -0.85109 -0.53082  0.071
H -0.54196 -1.75326 0.88021  0.068

Computed, not measured: a cluster of 13 separate species, C31H88N8O13 in total at a distorted geometry, with ωB97M-V with the def2-TZVPD basis set.

Charge: 0
LUMO energy in eV: -0.006
Molar mass in g/mol: 781.088
Multiplicity: 1
HOMO-LUMO gap in eV: 9.40
Calculated total energy in eV: -72109.3534

Each line ends with the Löwdin charge.
Cartesian coordinates (Å):
C 5.97924 -4.04456 -3.98495  -0.061
C 6.44555 -3.32988 -2.67239  -0.504
C 7.20122 -4.33227 -1.82102  -0.059
O 7.24103 -2.31875 -3.18183  -0.055
H 5.26568 -3.36766 -4.45477  0.069
H 5.40416 -4.96795 -3.91628  0.070
H 6.82486 -4.28314 -4.63001  0.084
H 5.63337 -2.83100 -2.14364  0.133
H 6.60419 -5.20845 -1.56812  0.078
H 7.38745 -3.94489 -0.81934  0.070
H 8.16214 -4.62206 -2.24619  0.087
H 6.62926 -1.81572 -3.72432  0.088
C 0.36041 -8.79861 1.80078  -0.064
C -0.16107 -7.41993 1.79026  -0.549
C -0.67709 -6.93515 3.08739  -0.068
O 0.85096 -6.48390 1.42426  -0.056
H -0.36507 -9.46491 2.26749  0.087
H 1.28365 -9.02544 2.33397  0.087
H 0.61836 -9.03075 0.76750  0.083
H -1.00797 -7.24644 1.12636  0.134
H 0.23365 -6.93404 3.68625  0.087
H -1.40838 -7.57281 3.58409  0.088
H -1.02528 -5.91009 2.96042  0.086
H 1.49325 -6.76941 0.77038  0.085
C -0.64386 2.33710 -1.10572  -0.054
C -0.51553 0.93462 -0.43402  -0.505
C 0.74088 0.29245 -0.91121  -0.085
O -0.46806 1.09566 0.96372  -0.032
H 0.00258 3.07113 -0.62468  0.079
H -1.66158 2.71739 -1.19363  0.067
H -0.28879 2.30750 -2.13584  0.064
H -1.32892 0.33671 -0.84512  0.130
H 1.66074 0.80490 -0.62950  0.091
H 0.68821 0.00827 -1.96219  0.090
H 0.84571 -0.60439 -0.30066  0.078
H 0.30490 0.59576 1.23616  0.076
C -4.40307 4.03409 -6.33559  -0.067
C -3.98774 2.93265 -7.26152  -0.528
C -5.10668 2.22005 -8.05565  -0.038
O -2.97614 3.46488 -8.09847  -0.058
H -5.21415 3.75417 -5.66337  0.081
H -4.89309 4.76622 -6.97746  0.087
H -3.50335 4.31591 -5.78862  0.086
H -3.41761 2.28892 -6.59169  0.125
H -6.01708 2.22426 -7.45628  0.071
H -4.80430 1.19820 -8.28476  0.075
H -5.41546 2.81529 -8.91498  0.081
H -2.58651 2.67691 -8.48435  0.084
C -0.64586 6.96513 5.76663  -0.048
C 0.90401 7.22800 5.44203  -0.446
C 1.67211 5.88383 5.60670  -0.072
O 0.91898 7.68105 4.09974  -0.061
H -1.02390 6.34037 4.95739  0.069
H -1.20227 7.89326 5.89738  0.066
H -0.77879 6.28910 6.61126  0.063
H 1.42818 7.93979 6.07976  0.123
H 1.13643 5.11259 5.05322  0.079
H 2.05503 5.48158 6.54461  0.075
H 2.65885 6.04846 5.17388  0.069
H 1.46044 7.10457 3.55559  0.082
C -6.57910 -1.39486 5.63720  -0.058
C -5.50085 -0.41078 5.12033  -0.506
C -4.26122 -0.31966 6.03488  -0.052
O -5.20538 -0.76518 3.80552  -0.049
H -7.46484 -1.30514 5.00830  0.071
H -6.86029 -1.05744 6.63479  0.077
H -6.34335 -2.45697 5.57056  0.076
H -6.07368 0.51581 5.08289  0.128
H -4.42658 0.05696 7.04430  0.074
H -3.56956 0.45051 5.69349  0.067
H -3.66387 -1.23100 6.06179  0.080
H -4.72206 -0.04015 3.40260  0.091
C -1.02961 -6.03662 -5.50315  -0.048
C -0.49452 -7.47950 -5.12012  -0.502
C -1.44441 -8.54725 -5.57509  -0.067
O 0.66734 -7.65830 -5.83742  -0.061
H -2.03090 -6.12172 -5.08091  0.070
H -1.15024 -5.92106 -6.58026  0.077
H -0.57121 -5.15954 -5.04629  0.074
H -0.10190 -7.42504 -4.10474  0.137
H -1.74560 -8.43637 -6.61677  0.082
H -2.39997 -8.60587 -5.05397  0.079
H -0.97999 -9.53328 -5.58839  0.081
H 0.55773 -7.05433 -6.57553  0.077
C -7.18191 4.61075 1.82097  -0.083
C -7.85749 5.25358 2.96621  -0.498
C -7.68728 6.81507 2.80374  -0.055
O -9.21672 4.86110 3.05793  -0.039
H -7.80406 4.88866 0.97020  0.080
H -7.09785 3.53177 1.69126  0.082
H -6.26385 5.09610 1.48975  0.079
H -7.37595 5.04649 3.92189  0.133
H -6.63283 7.03157 2.63237  0.075
H -8.09899 7.31461 3.68069  0.074
H -8.25539 7.28479 2.00080  0.073
H -9.65172 5.45744 2.44412  0.081
C 3.97368 -3.68622 5.59162  -0.030
C 3.40218 -2.23991 5.17940  -0.448
C 4.41467 -1.19263 4.74110  -0.069
O 2.55243 -2.30753 4.03224  -0.084
H 4.98619 -3.60644 5.98731  0.067
H 4.02218 -4.25962 4.66590  0.065
H 3.33155 -4.14743 6.34199  0.067
H 2.79492 -1.95758 6.03941  0.121
H 5.02291 -1.57261 3.92027  0.084
H 5.00752 -0.96807 5.62778  0.073
H 3.95926 -0.23220 4.49969  0.078
H 2.52838 -3.12479 3.52913  0.077
C 8.09858 1.77965 0.85619  -0.777
O 8.35900 2.37506 1.89031  0.012
N 7.08518 2.04846 0.10849  0.171
N 9.02383 0.94834 0.39044  0.149
H 6.54671 2.89351 0.23515  0.122
H 6.72989 1.49805 -0.66022  0.113
H 9.90888 0.76863 0.84265  0.111
H 8.99811 0.47738 -0.50266  0.099
C 3.22670 2.84627 -5.95906  -0.813
O 4.08114 2.06276 -5.65861  0.050
N 3.32568 4.12634 -5.82062  0.165
N 2.04346 2.49198 -6.42547  0.147
H 4.10738 4.50245 -5.30333  0.124
H 2.66455 4.70594 -6.31769  0.113
H 1.20148 3.04961 -6.41081  0.104
H 1.98764 1.66485 -7.00240  0.111
C -5.78119 -4.74084 -0.40624  -0.804
O -6.10088 -5.29435 -1.42376  0.053
N -4.71039 -4.01477 -0.17391  0.149
N -6.57718 -4.50620 0.58782  0.147
H -4.60405 -3.57533 0.72925  0.105
H -3.92058 -4.16787 -0.78453  0.115
H -7.50358 -4.81453 0.32932  0.124
H -6.34226 -3.80197 1.27262  0.111
C 5.44395 7.25436 -0.00922  -0.841
O 4.55303 6.59786 0.36761  0.075
N 6.47870 7.68443 0.64494  0.177
N 5.31517 7.76259 -1.21444  0.141
H 6.69691 7.33099 1.56557  0.124
H 7.23048 8.09906 0.11296  0.110
H 6.01472 8.30484 -1.70095  0.100
H 4.37299 7.78410 -1.57765  0.115

Which energy above the lowest of the compared OMol25 structures with the same formula, charge and spin belongs to each record? In order, 0.041, 8.022 eV.